C4H7N2 | the ωB97M-V functional and the def2-TZVPD basis

The geometry in XYZ format:
```
13
C4H7N2 (the ωB97M-V functional and the def2-TZVPD basis)
H 1.204 0.159 1.875
C -0.237 -1.475 -0.486
H -1.348 2.353 -0.147
C -0.288 2.115 -0.102
N -0.546 -0.221 -0.884
N 0.493 -1.369 0.586
C 0.679 -0.019 0.957
H -1.198 0.032 -1.605
H -0.306 -2.323 -1.149
H 0.094 2.547 -1.038
H 0.186 2.728 0.660
C 0.023 0.675 -0.003
H 0.888 -2.131 1.108
```

Net charge: +1
HOMO energy, eV: -14.489
Gap between HOMO and LUMO, Ha: 0.4038
ΔE to the lowest compared entry with this formula, charge and spin, eV: 0.250
LUMO energy, eV: -3.502

C33H41N8O14 | the ωB97M-V functional and the def2-TZVPD basis

The geometry in XYZ format:
```
96
C33H41N8O14 (the ωB97M-V functional and the def2-TZVPD basis)
H -7.293 -29.627 -21.113
C -9.223 -31.070 -18.363
N -6.999 -34.280 -19.324
N -3.228 -31.822 -16.160
H -13.364 -34.469 -15.046
H -3.429 -29.962 -14.872
H -11.185 -28.709 -15.492
C -0.012 -31.743 -20.401
C -10.997 -29.229 -17.839
C -9.622 -35.660 -15.758
H -8.700 -31.761 -19.002
C -11.552 -33.998 -16.045
H -1.600 -30.358 -20.450
O 0.761 -36.136 -20.414
H -2.212 -32.821 -17.528
H -7.969 -37.227 -19.357
H -8.027 -31.703 -16.666
H -6.586 -30.837 -20.073
H -9.557 -33.705 -17.176
H -1.379 -32.831 -16.069
C -10.211 -29.991 -18.815
C -8.642 -38.816 -17.732
H -4.753 -29.636 -22.931
N -5.085 -29.747 -20.787
O -6.855 -33.306 -18.425
H -2.445 -34.101 -15.911
O -8.139 -34.634 -19.651
H -10.368 -29.944 -19.958
H -4.570 -39.016 -17.232
H -12.482 -36.656 -13.867
O -10.689 -38.031 -13.118
H -5.894 -40.592 -15.930
C -7.965 -39.765 -16.731
H 0.551 -30.838 -20.230
O -5.907 -34.700 -19.901
O -3.549 -28.899 -19.447
H -2.939 -31.501 -14.088
H -6.887 -35.013 -16.195
O -8.893 -38.114 -14.387
C -1.376 -31.394 -20.343
C -6.324 -30.373 -21.020
C -10.114 -34.420 -16.397
H -8.526 -40.412 -16.105
C -6.193 -37.948 -18.450
C -7.667 -37.924 -18.644
N -9.963 -37.609 -13.989
H -3.422 -30.373 -22.113
C -0.720 -34.284 -20.532
C -9.593 -30.236 -15.794
H -8.482 -36.083 -16.055
C -5.954 -33.907 -13.713
N -0.401 -35.677 -20.802
C -12.378 -34.714 -15.256
C -11.848 -35.884 -14.467
C -2.177 -33.726 -20.442
N -10.105 -38.722 -17.845
N -9.347 -30.206 -14.319
C -4.565 -29.336 -19.626
H -1.811 -30.842 -15.148
H -6.211 -36.333 -12.734
N -5.958 -35.057 -14.432
H 1.599 -33.407 -20.224
C -6.410 -39.833 -16.595
H -11.698 -28.536 -17.951
H -11.891 -33.122 -16.451
H -5.951 -33.068 -14.548
C -2.369 -32.976 -16.504
H -4.548 -32.225 -17.857
H -5.232 -29.425 -18.734
O -5.236 -30.837 -16.406
C -10.745 -29.304 -16.294
H -5.399 -35.694 -16.180
C -2.611 -32.306 -20.381
O -10.611 -38.531 -18.971
H -3.014 -34.439 -20.396
H -6.832 -36.875 -14.181
H -5.012 -36.854 -13.834
O -6.186 -33.830 -12.497
C -4.346 -31.640 -16.859
C -10.409 -36.382 -14.682
C -5.865 -34.973 -15.890
O -8.675 -31.250 -13.888
H -3.727 -28.786 -21.808
O -10.041 -29.393 -13.690
C -8.854 -31.092 -16.902
C -4.275 -29.578 -21.988
O -1.202 -36.387 -21.487
H -6.438 -31.047 -21.775
H -3.622 -31.785 -20.249
C 0.354 -33.263 -20.343
C -2.764 -31.043 -14.926
H -5.465 -37.103 -18.795
C -6.000 -36.370 -13.759
H -5.488 -34.010 -16.078
C -5.619 -39.021 -17.415
O -10.752 -39.071 -16.816
```

Net charge: -1
HOMO energy, eV: -6.451
Gap between HOMO and LUMO, Ha: 0.2538
ΔE to the lowest compared entry with this formula, charge and spin, eV: 2.550
LUMO energy, eV: 0.454

C51H37GeN12OPdSe | the ωB97M-V functional and the def2-TZVPD basis

The geometry in XYZ format:
```
104
C51H37GeN12OPdSe (the ωB97M-V functional and the def2-TZVPD basis)
C 4.065 0.781 1.553
C -4.044 -6.261 -0.624
C 6.066 2.531 0.776
C 1.209 2.679 4.422
O -4.749 -1.617 0.540
C -0.290 0.710 4.060
C 2.346 0.103 -3.792
C -6.188 1.024 2.684
H -5.597 4.269 1.941
N 1.777 3.473 5.290
C 2.172 3.831 2.450
C 1.878 0.760 -4.920
N -1.100 -2.899 -2.590
N -1.673 -2.010 -3.428
N -2.718 3.274 -2.111
C 4.609 -2.767 -0.582
C -5.594 3.191 1.833
C 3.141 2.175 -2.901
C 1.397 2.804 2.983
C -1.590 -0.868 2.277
H 4.951 -1.165 -3.548
H -2.097 -1.474 1.531
C -4.289 -3.952 -0.028
H 6.322 -3.148 -4.014
C 2.349 3.897 1.088
C -1.594 2.617 -2.258
H -2.324 1.672 0.666
H -4.342 -7.295 -0.515
C -1.168 -0.265 4.533
C 0.394 1.624 4.960
C 4.443 -1.773 -1.546
H -1.003 2.662 -3.159
H -6.647 0.394 3.433
H -4.503 0.750 -0.242
C -4.326 3.511 -0.292
C -4.952 -2.939 0.790
C -4.965 2.611 0.738
C -6.215 2.402 2.792
H -2.535 -6.697 -2.079
C 2.972 0.799 -2.755
H 3.652 2.744 -2.132
C -2.637 -4.596 -1.653
H 6.857 3.204 0.471
H -5.459 -5.529 0.824
C 5.064 -1.925 -2.782
N 1.053 1.907 0.803
H 1.401 0.198 -5.714
H 0.259 -2.743 -0.932
C -5.507 -1.020 1.500
H -4.994 3.708 -1.130
H -6.706 2.867 3.636
C 1.702 -0.739 -0.200
H -1.318 -0.359 5.601
N -0.331 -0.976 -1.980
C 2.672 2.842 -4.027
N -6.098 -1.877 2.256
H -1.416 0.070 -3.519
C -3.276 -3.608 -0.920
C -4.962 1.227 0.614
C 5.746 2.400 2.121
H -4.071 4.469 0.160
C -5.553 0.436 1.592
H 1.673 2.652 -5.917
Ge 3.407 -0.182 -1.108
C 4.749 1.516 2.511
H 6.286 2.972 2.865
C -1.825 -1.072 3.632
H -2.999 -2.567 -1.035
H 4.510 1.395 3.560
H 5.509 -4.649 -0.089
H 4.129 -2.672 0.386
C -3.030 -5.922 -1.505
H 6.609 -4.897 -2.291
C 5.384 1.786 -0.177
C -1.178 -0.863 -3.040
N 0.305 1.569 6.261
C -4.673 -5.281 0.125
H -2.516 -1.837 3.958
C 1.787 2.902 0.305
C -0.309 -2.275 -1.722
H -1.739 -4.550 -3.623
H 1.938 2.888 -0.765
H 2.936 4.675 0.623
Se 1.263 2.926 6.907
C 5.384 -3.887 -0.847
C -1.490 -4.296 -2.594
C 5.840 -3.045 -3.050
N -3.115 2.937 -0.868
H 2.218 -0.973 -3.721
H 2.818 3.911 -4.122
H -0.614 -4.879 -2.307
C -0.100 0.828 2.675
C 2.032 2.137 -5.036
C 4.365 0.912 0.197
C 6.001 -4.026 -2.083
C -2.235 2.103 -0.317
C 0.810 1.861 2.127
H 5.664 1.885 -1.221
N -0.763 0.053 1.812
N -1.262 1.859 -1.177
H 2.617 4.553 3.121
N -5.736 -3.129 1.793
Pd 0.392 0.477 -0.658
H 3.291 0.088 1.872
```

Net charge: +1
HOMO energy (alpha / beta), eV: -9.878 / -9.858
Gap between HOMO and LUMO (alpha / beta), Ha: 0.2506 / 0.2499
ΔE to the lowest compared entry with this formula, charge and spin, eV: 3.038
LUMO energy (alpha / beta), eV: -3.060 / -3.058